[1]
A 2-piece molecular cluster, C3H8N2 overall. Source: the OMol25 dataset; level of theory: wB97M-V/def2-TZVPD.

The geometry in XYZ format:
```
13
Properties=species:S:1:pos:R:3:forces:R:3:lowdin_charge:R:1
H 0.518637 2.134836 2.488467 -0.2 -0.4 0.1 0.05
N -0.319935 2.116105 1.848626 0.9 -0.6 -0.1 0.06
N -0.518043 1.006325 1.358848 -2.5 1.9 -1.3 -0.17
C 0.097725 -0.184449 1.687592 4.8 -0.3 -1.7 -0.15
H 0.316856 -0.890022 0.874454 -1.1 0.5 -0.5 0.07
H 1.150153 -0.070796 1.988134 0.0 0.5 1.0 0.08
H -0.446944 -0.682896 2.371978 -1.9 -1.6 2.5 0.05
C -0.532193 -1.078244 -2.296150 1.3 1.2 1.0 -0.07
C 0.372833 -0.121852 -1.913230 -3.9 -0.8 -0.9 -0.08
H -0.403430 -2.112836 -2.680404 0.4 1.0 0.3 0.05
H -1.539205 -0.762300 -2.092857 -0.5 -0.3 -0.2 0.03
H -0.094255 0.848805 -1.598796 0.9 -1.0 -0.1 0.06
H 1.397803 -0.202677 -2.036661 1.9 -0.1 -0.1 0.01
```
Positions in Å, forces in eV/Å.

Properties
gap between HOMO and LUMO: 9.943 eV
largest force on an atom: 5.1 eV/A
spin multiplicity: 1
SMILES: [H]/N=N\C.C=C

[2]
One molecule with the formula C3H8N2. Source: the OMol25 dataset; level of theory: wB97M-V/def2-TZVPD.

The geometry in XYZ format:
```
13
Properties=species:S:1:pos:R:3:forces:R:3:lowdin_charge:R:1
C -1.999645 -0.430686 0.036184 -1.8 -0.9 -0.8 -0.19
N -1.561950 0.969235 -0.030061 0.0 -1.1 1.1 -0.03
C -0.295059 1.007082 0.007198 2.4 -0.1 -1.1 -0.27
N 0.619401 -0.074082 -0.158981 -2.7 2.3 0.3 -0.10
C 2.024186 0.059516 0.023604 0.7 -1.1 1.9 -0.14
H -1.587889 -1.013232 0.918481 -0.8 0.9 -0.6 0.09
H -1.554200 -0.943581 -0.830194 -0.4 -0.2 -0.1 0.05
H -3.170289 -0.582909 -0.104933 2.5 0.6 0.7 0.11
H 0.263545 1.956704 0.008007 -0.5 -0.1 0.1 0.12
H 0.136254 -0.936665 -0.194630 0.5 -1.0 0.1 0.06
H 2.387469 -0.982989 -0.055748 0.3 0.6 -0.2 0.08
H 2.241807 0.301963 1.168444 0.1 0.2 -2.6 0.12
H 2.496375 0.669642 -0.787365 -0.2 -0.2 1.2 0.09
```
Positions in Å, forces in eV/Å.

Properties
gap between HOMO and LUMO: 9.784 eV
largest force on an atom: 3.6 eV/A
spin multiplicity: 1
SMILES: C/N=C\NC

[3]
An isolated ion of composition C3H8N2 and charge +1. Source: the OMol25 dataset; level of theory: wB97M-V/def2-TZVPD.

The geometry in XYZ format:
```
13
Properties=species:S:1:pos:R:3:forces:R:3:lowdin_charge:R:1
C 0.349945 1.562649 -0.628745 -0.6 0.7 -0.2 0.00
C -0.002757 0.163026 -0.280997 0.3 0.5 -0.1 -0.29
C -0.064757 -0.151063 1.093608 -2.2 -0.5 -0.2 -0.04
N -0.324006 -1.408397 1.576240 0.9 -0.2 -1.1 0.14
N -0.217800 -0.691189 -1.290599 0.3 0.5 1.5 0.21
H 0.335593 1.738265 -1.701110 0.3 -0.2 -0.1 0.10
H 1.224406 2.001645 -0.159042 0.2 -0.3 0.1 0.11
H -0.498206 2.165731 -0.265089 0.1 -0.1 0.1 0.12
H -0.343397 0.664916 1.749644 1.2 0.2 0.4 0.15
H -0.548666 -2.085710 0.851772 0.2 0.0 0.1 0.10
H 0.419892 -1.819507 2.136335 -0.5 0.2 0.8 0.14
H 0.503181 -0.678328 -2.003923 -0.8 -0.2 -0.6 0.15
H -0.833422 -1.462043 -1.078088 0.6 -0.6 -0.7 0.13
```
Positions in Å, forces in eV/Å.

Properties
gap between HOMO and LUMO (alpha / beta): 10.280 / 9.338 eV
largest force on an atom: 2.2 eV/A
spin multiplicity: 2
charge: +1
<S²>: 0.755

[4]
An isolated ion of composition C3H8N2O and charge -1. Source: the OMol25 dataset; level of theory: wB97M-V/def2-TZVPD.

The geometry in XYZ format:
```
14
Properties=species:S:1:pos:R:3:forces:R:3:lowdin_charge:R:1
C -0.313461 0.667427 0.990756 -0.1 -0.4 0.2 -0.53
C 0.528116 -0.573884 0.704535 0.0 -0.1 0.6 -0.17
C 0.993332 -0.926637 -0.684901 0.1 -0.3 -0.5 -0.61
N 0.592682 -0.196324 -1.758843 0.0 0.0 1.1 0.13
O 1.696785 -1.922297 -0.856560 0.1 0.2 0.2 -0.03
N -1.617075 0.628639 0.349645 -0.1 -0.3 -0.2 -0.09
H 0.295074 1.556825 0.821862 0.0 0.2 -0.4 0.04
H -0.499253 0.691128 2.060713 0.1 -0.1 0.3 0.06
H 0.033761 -1.486358 1.041979 -0.5 0.1 -0.1 0.11
H 1.397798 -0.586890 1.375320 0.3 0.3 -0.4 0.11
H 0.890269 -0.583843 -2.632605 -0.1 0.2 -0.4 0.07
H -0.093070 0.551640 -1.673837 0.3 -0.1 -0.3 0.00
H -1.581010 1.018041 -0.592271 -0.2 0.2 0.0 -0.06
H -2.323950 1.162534 0.854208 0.3 0.1 0.1 -0.03
```
Positions in Å, forces in eV/Å.

Properties
gap between HOMO and LUMO (alpha / beta): 3.198 / 9.549 eV
largest force on an atom: 1.1 eV/A
spin multiplicity: 2
charge: -1
<S²>: 0.750

[5]
A 2-piece molecular cluster, C3H8N2O overall. Source: the OMol25 dataset; level of theory: wB97M-V/def2-TZVPD.

The geometry in XYZ format:
```
14
Properties=species:S:1:pos:R:3:forces:R:3:lowdin_charge:R:1
H 2.783084 0.216888 -0.134624 0.0 -1.7 -0.2 0.04
N 1.848836 0.593448 -0.220210 0.4 1.7 1.6 0.06
C 1.551103 0.966690 0.972258 -0.1 0.0 0.6 -0.32
N 0.621431 2.079635 1.194292 -2.1 -2.6 0.3 0.00
H 1.961270 0.330115 1.973709 -0.8 2.3 -2.5 0.16
H -0.294534 1.990823 0.686919 1.4 -0.4 0.6 0.09
H 0.889801 3.013661 1.010307 1.3 0.6 -0.3 0.04
C -2.347745 -1.322149 -1.098209 -1.2 -0.1 2.6 0.01
C -1.194523 -1.058294 -0.527973 1.5 -1.9 0.9 -0.28
O -0.036139 -1.791871 -0.827575 -1.2 0.4 -1.4 -0.04
H -3.229725 -1.459043 -0.366017 1.0 1.1 -2.0 0.10
H -2.215293 -1.757570 -2.038003 -0.7 -1.2 -1.3 0.04
H -0.976395 -0.637029 0.412719 -0.7 1.0 1.2 0.08
H 0.638830 -1.165304 -1.037593 1.2 0.7 -0.1 0.03
```
Positions in Å, forces in eV/Å.

Properties
gap between HOMO and LUMO: 10.082 eV
largest force on an atom: 3.5 eV/A
spin multiplicity: 1
SMILES: [H]/N=C/N.C=CO

[6]
A 2-piece molecular cluster, C3H8N2O overall. Source: the OMol25 dataset; level of theory: wB97M-V/def2-TZVPD.

The geometry in XYZ format:
```
14
Properties=species:S:1:pos:R:3:forces:R:3:lowdin_charge:R:1
H -0.869646 2.928951 -0.317452 0.2 1.3 0.7 0.03
N -0.613527 2.459656 0.551791 0.1 -1.6 -0.7 0.06
C 0.617139 2.119448 0.476338 -1.2 0.5 0.3 -0.37
N 1.154742 1.045172 1.185149 1.0 0.7 0.7 0.04
H 1.292511 2.781659 -0.069001 0.3 -0.7 -0.7 0.10
H 1.211778 0.154784 0.712295 0.0 0.0 -0.1 0.03
H 0.933504 0.991640 2.164843 -0.4 -0.2 -0.1 0.08
C -1.085053 -1.432915 -0.862609 0.9 0.1 1.0 -0.04
C 0.127024 -2.216100 -0.445835 0.2 -0.9 -0.4 -0.31
O 1.154426 -1.756528 -0.016295 -0.1 0.4 0.1 0.02
H -0.875309 -0.417713 -0.530447 -0.4 0.2 -0.2 0.06
H -1.198845 -1.496970 -1.938236 -0.2 0.0 -0.2 0.08
H -1.947440 -1.840577 -0.330369 -0.1 0.1 -0.3 0.09
H 0.098696 -3.320507 -0.580173 -0.3 0.1 0.0 0.12
```
Positions in Å, forces in eV/Å.

Properties
gap between HOMO and LUMO: 10.111 eV
largest force on an atom: 1.8 eV/A
spin multiplicity: 1
SMILES: [H]/N=C/N.CC=O

[7]
C3H8N2O as an isolated structure. Source: the OMol25 dataset; level of theory: wB97M-V/def2-TZVPD.

The geometry in XYZ format:
```
14
Properties=species:S:1:pos:R:3:forces:R:3:lowdin_charge:R:1
C -1.365755 0.797292 0.851327 -1.4 3.7 -1.3 -0.22
N 0.324219 0.242732 -1.661898 1.5 -0.6 1.8 0.04
N -0.764049 1.733750 0.158405 -0.9 -0.9 1.6 0.03
C 1.347207 -0.347506 -0.472267 -1.9 2.4 -3.1 -0.33
C 0.793563 -1.159064 0.566487 -3.1 0.8 1.6 -0.05
O 1.376785 -0.740285 -1.791565 1.0 -0.9 -0.4 -0.12
H -0.520344 -0.341868 -1.618343 0.2 -0.1 0.3 0.07
H -1.085370 1.841683 -0.801769 0.2 -0.6 0.0 0.04
H 1.986280 0.488021 -0.199408 0.2 -0.2 -0.1 0.13
H -1.438920 0.993773 1.921331 0.9 -0.7 0.2 0.08
H -2.260702 0.293854 0.463600 0.4 -0.5 -0.2 0.08
H -0.255732 -0.402376 0.939270 3.1 -2.5 -0.5 0.10
H 1.469149 -1.283091 1.406173 -0.1 0.1 0.2 0.08
H 0.393669 -2.116915 0.238657 0.0 0.1 -0.1 0.09
```
Positions in Å, forces in eV/Å.

Properties
gap between HOMO and LUMO: 9.572 eV
largest force on an atom: 4.3 eV/A
spin multiplicity: 1

[8]
A 2-piece molecular cluster, C3H8N2O overall. Source: the OMol25 dataset; level of theory: wB97M-V/def2-TZVPD.

The geometry in XYZ format:
```
14
Properties=species:S:1:pos:R:3:forces:R:3:lowdin_charge:R:1
H -1.171831 1.156122 -1.575387 0.0 0.5 -0.1 0.06
N -0.626009 1.317927 -0.726556 -0.2 -1.2 -0.5 0.06
C 0.625010 1.232491 -0.952023 0.3 1.0 0.7 -0.36
N 1.330986 1.264076 -2.110200 -0.4 -0.4 -0.2 0.09
H 1.297672 1.281794 -0.088272 -0.2 0.0 0.0 0.12
H 0.935324 1.030200 -3.006898 0.0 0.2 0.1 0.10
H 2.308733 1.440643 -2.034005 0.3 -0.2 -0.2 0.08
C -0.456147 -2.201451 1.498371 -0.1 -0.1 1.2 0.01
C -0.566532 -0.905746 1.763190 0.1 0.8 -1.4 -0.31
O -1.642696 -0.113686 1.461695 -0.8 -0.8 0.8 -0.07
H -1.316142 -2.857771 1.423278 0.0 0.2 -0.7 0.06
H 0.510670 -2.652402 1.658796 0.0 -0.2 0.2 0.04
H 0.273723 -0.303880 2.094995 0.4 -0.2 0.1 0.10
H -1.502760 0.311684 0.593016 0.5 0.3 0.2 0.03
```
Positions in Å, forces in eV/Å.

Properties
gap between HOMO and LUMO: 9.703 eV
largest force on an atom: 1.7 eV/A
spin multiplicity: 1
SMILES: [H]/N=C\N.C=CO

[9]
C3H8N2O as an isolated structure. Source: the OMol25 dataset; level of theory: wB97M-V/def2-TZVPD.

The geometry in XYZ format:
```
14
Properties=species:S:1:pos:R:3:forces:R:3:lowdin_charge:R:1
C 0.799223 -0.273159 -0.529111 -0.8 -2.1 -0.5 -0.30
C 1.266223 -1.493017 0.195108 0.2 0.0 0.1 -0.06
N -1.123908 -0.447076 -0.344893 2.3 0.2 0.0 -0.02
C -1.764421 1.630179 0.449408 0.0 -0.7 -0.4 -0.08
O 1.562367 0.790001 -0.195807 -1.1 0.1 0.3 0.04
N -1.154540 0.880661 -0.392400 -1.2 2.5 -0.1 -0.23
H 1.366802 1.526083 -0.791334 -0.2 0.0 0.1 0.12
H -1.647306 -0.813779 0.471287 0.7 0.1 0.3 0.07
H 0.589772 -0.365635 -1.590614 0.2 0.1 0.1 0.12
H 1.132181 -1.345148 1.270272 0.0 -0.1 -0.1 0.09
H 2.332967 -1.644859 0.009402 0.0 0.0 0.0 0.08
H 0.715868 -2.367995 -0.137432 -0.1 0.0 0.1 0.08
H -1.754133 2.697767 0.288280 0.0 0.1 0.0 0.04
H -2.321095 1.225976 1.297835 0.0 -0.1 0.1 0.05
```
Positions in Å, forces in eV/Å.

Properties
gap between HOMO and LUMO: 9.173 eV
largest force on an atom: 2.8 eV/A
spin multiplicity: 1